C25H28FN5O3S | ωB97M-V/def2-TZVPD

## Properties
- structure (SMILES) = O=C(c1ccc(CSCc2ccccc2F)o1)N1CCN(c2ccc(N3CCOCC3)nn2)CC1
- LUMO energy (hartree) = 0.0257
- total charge = 0
- frontier orbital gap (eV) = 8.0

The geometry in XYZ format:
```
63
Properties=species:S:1:pos:R:3:forces:R:3
O -0.11713 3.40122 -1.86971 0.162 -0.110 -0.086
C -0.62523 2.57130 -1.12563 -0.373 0.261 0.150
C -0.67437 1.17331 -1.56910 0.777 -0.222 -1.139
C -0.05489 0.69138 -2.69775 -0.269 0.496 0.702
C -0.37931 -0.67476 -2.77985 -0.537 -0.197 0.479
C -1.18012 -0.93971 -1.70033 0.353 -0.235 -0.783
C -1.78307 -2.20322 -1.23227 0.363 -0.240 0.461
S -0.62707 -3.06850 -0.07516 -0.278 0.013 0.043
C -1.81663 -3.58893 1.22189 0.284 0.015 -0.562
C -2.40678 -2.41713 1.93289 -0.366 0.000 -0.029
C -1.61677 -1.56873 2.70178 -0.180 0.037 0.032
C -2.17140 -0.49034 3.36420 0.120 0.016 0.079
C -3.52681 -0.22269 3.25610 -0.049 -0.043 -0.038
C -4.33179 -1.03747 2.48154 -0.068 -0.076 -0.092
C -3.76060 -2.11786 1.83558 0.229 0.042 0.139
F -4.56226 -2.91436 1.08617 0.087 0.062 0.037
O -1.36176 0.17449 -0.96768 -0.232 -0.094 0.230
N -1.19568 2.94334 0.05507 -0.094 0.216 -0.104
C -1.38895 2.08884 1.20757 -0.079 -0.368 0.301
C -0.35796 2.49557 2.29076 -0.074 -0.103 0.086
N 0.78471 3.12086 1.65609 -0.008 0.128 0.336
C 1.57236 2.25546 0.91527 0.562 -0.373 -0.097
C 2.65510 2.68996 0.11965 -0.064 -0.305 -0.095
C 3.39601 1.73883 -0.52160 -0.262 -0.007 0.108
C 3.05217 0.37839 -0.32932 -0.307 0.574 0.458
N 3.80038 -0.64782 -0.84426 0.341 -0.338 -0.039
C 4.45275 -0.55416 -2.13270 -0.232 -0.068 -0.361
C 3.52424 -1.10993 -3.22273 0.288 0.232 0.020
O 3.16176 -2.44307 -2.95057 0.081 -0.090 -0.144
C 2.51573 -2.55061 -1.69665 -0.005 0.010 0.448
C 3.39648 -2.01415 -0.56668 -0.222 -0.297 -0.093
N 2.04510 0.05108 0.47420 0.740 -0.763 -0.772
N 1.32806 0.96049 1.06839 -0.577 0.995 0.430
C 0.42143 4.41740 1.11464 -0.085 0.159 -0.087
C -0.97275 4.32229 0.44709 0.063 0.206 -0.233
H 0.54719 1.26959 -3.36823 0.088 0.192 -0.088
H -0.07617 -1.37134 -3.53517 0.039 -0.216 -0.124
H -2.69676 -2.00698 -0.67638 -0.124 -0.004 -0.086
H -1.97352 -2.87520 -2.06758 -0.119 0.156 0.009
H -1.21553 -4.19550 1.89870 -0.071 -0.065 0.004
H -2.57857 -4.21079 0.75327 0.049 -0.030 0.191
H -0.55677 -1.76224 2.76338 0.151 -0.005 0.002
H -1.54541 0.14443 3.97106 0.084 0.075 0.066
H -3.95941 0.61909 3.77471 -0.046 0.084 0.045
H -5.38918 -0.85463 2.37254 -0.108 0.008 -0.017
H -2.41242 2.21103 1.57784 0.057 -0.060 0.010
H -1.23162 1.04995 0.93494 -0.091 0.157 0.114
H -0.01177 1.61305 2.82477 -0.181 0.087 0.069
H -0.77913 3.21567 2.99593 0.015 -0.016 0.005
H 2.91062 3.73409 0.03079 0.008 0.053 -0.017
H 4.24301 2.02598 -1.12488 0.050 0.025 -0.016
H 4.72146 0.47395 -2.36653 0.056 -0.027 -0.001
H 5.36479 -1.15986 -2.09349 -0.019 0.101 -0.065
H 4.02516 -1.12063 -4.19267 -0.038 0.079 0.027
H 2.62389 -0.47830 -3.28074 0.063 -0.010 -0.016
H 2.29869 -3.60938 -1.55425 -0.044 0.034 0.044
H 1.57274 -1.98712 -1.70719 0.100 -0.050 0.005
H 2.84573 -2.03109 0.37164 0.096 -0.126 -0.053
H 4.30632 -2.61815 -0.48789 -0.055 -0.026 0.008
H 1.15595 4.72983 0.37612 -0.038 0.026 0.056
H 0.40762 5.14840 1.93002 0.018 0.019 -0.119
H -1.76937 4.60897 1.13657 0.019 -0.012 -0.014
H -1.01541 4.94899 -0.44329 -0.046 0.018 0.177
```
Forces are in eV/Å.



C25H28N2O2 | ωB97M-V/def2-TZVPD

## Properties
- structure (SMILES) = COc1cc(CNc2ccc(N3CCCC3)cc2)ccc1OCc1ccccc1
- LUMO energy (hartree) = 0.0286
- total charge = 0
- frontier orbital gap (eV) = 7.5

The geometry in XYZ format:
```
57
Properties=species:S:1:pos:R:3:forces:R:3
C -1.76490 -5.19823 1.06089 0.117 -0.179 0.122
O -2.49652 -4.18027 0.42802 0.017 0.440 -0.450
C -1.81613 -3.11204 -0.10403 -0.291 -0.067 0.059
C -0.43855 -3.10823 -0.28250 0.051 -0.021 -0.037
C 0.22599 -2.04499 -0.87726 0.026 -0.071 -0.034
C 1.72939 -2.05795 -1.01534 -0.127 -0.012 0.039
N 2.37261 -1.06384 -0.17311 0.210 -0.313 0.410
C 2.42650 0.27781 -0.55557 0.129 0.327 -0.047
C 2.74470 0.67382 -1.85304 -0.083 -0.189 0.188
C 2.87804 2.00722 -2.18207 -0.009 0.212 -0.030
C 2.70881 3.01426 -1.22635 -0.102 -0.192 0.038
N 2.80964 4.34475 -1.55601 0.117 0.393 -0.154
C 3.00491 5.38272 -0.56369 -0.121 0.107 0.287
C 3.65344 6.53654 -1.33003 -0.120 -0.078 -0.016
C 3.15121 6.32008 -2.75452 0.076 -0.117 0.031
C 3.17460 4.79973 -2.87888 0.005 -0.054 -0.200
C 2.39114 2.61473 0.07612 0.067 0.127 -0.051
C 2.25349 1.28056 0.39701 -0.001 -0.200 -0.125
C -0.51087 -0.94553 -1.29250 -0.007 -0.057 0.002
C -1.87541 -0.92001 -1.09363 -0.112 -0.192 0.106
C -2.55211 -1.98108 -0.49841 0.254 -0.008 -0.057
O -3.90089 -1.79332 -0.38446 0.154 0.036 -0.112
C -4.68087 -2.59590 0.47612 -0.489 -0.258 0.174
C -4.20987 -2.62488 1.90827 -0.012 0.111 -0.039
C -4.55125 -3.69598 2.72479 -0.013 0.107 -0.064
C -4.11824 -3.74369 4.03666 -0.065 -0.084 0.054
C -3.33292 -2.72282 4.54710 0.066 0.018 0.114
C -2.99571 -1.65005 3.74132 0.038 0.033 0.083
C -3.43728 -1.59703 2.43019 -0.081 0.024 -0.106
H -2.50857 -5.84887 1.51908 0.086 -0.001 -0.002
H -1.11037 -4.79690 1.84097 -0.012 -0.003 -0.028
H -1.17248 -5.77788 0.34494 -0.010 0.035 0.042
H 0.13962 -3.96441 0.02960 0.031 -0.114 0.046
H 2.12296 -3.03858 -0.72826 -0.062 0.057 -0.162
H 2.01129 -1.86998 -2.05226 0.049 -0.112 0.070
H 2.07728 -1.15951 0.79183 0.029 0.011 -0.160
H 2.90247 -0.06547 -2.62416 0.037 -0.066 -0.059
H 3.12595 2.26290 -3.20024 0.025 0.051 -0.094
H 3.64038 5.03459 0.25788 -0.061 0.008 0.001
H 2.03719 5.69000 -0.14333 0.107 0.010 0.116
H 3.37907 7.50883 -0.92576 0.049 0.022 0.044
H 4.73980 6.44106 -1.30155 0.025 0.012 0.020
H 3.77087 6.80893 -3.50350 -0.030 0.017 -0.053
H 2.12812 6.68531 -2.84965 -0.034 0.015 -0.043
H 2.45941 4.43516 -3.62189 0.089 -0.014 -0.040
H 4.18027 4.45147 -3.16329 -0.051 -0.023 -0.068
H 2.23242 3.35361 0.84604 -0.020 0.086 0.059
H 2.00524 1.00504 1.41375 -0.036 -0.024 0.084
H -0.01650 -0.10424 -1.75330 0.025 0.098 -0.058
H -2.46192 -0.06678 -1.39655 -0.098 0.096 -0.024
H -5.67584 -2.13498 0.42719 0.160 -0.112 -0.005
H -4.75674 -3.61953 0.09070 -0.020 0.193 0.088
H -5.15522 -4.49741 2.32367 -0.046 -0.128 -0.056
H -4.38870 -4.58193 4.66252 -0.024 -0.065 0.048
H -2.98720 -2.76441 5.56965 0.026 -0.004 0.076
H -2.38709 -0.84804 4.13324 0.045 0.061 0.037
H -3.17467 -0.75435 1.80759 0.028 0.051 -0.065
```
Forces are in eV/Å.



C25H28N2O2 | ωB97M-V/def2-TZVPD

## Properties
- structure (SMILES) = O=C1C(=Cc2cc3c4c(c2)CCCN4CCC3)C(=O)c2ccccc21.CN(C)C
- LUMO energy (hartree) = -0.0207
- total charge = 0
- frontier orbital gap (eV) = 6.8

The geometry in XYZ format:
```
57
Properties=species:S:1:pos:R:3:forces:R:3
O 2.82275 0.23113 4.54399 -1.020 0.115 -0.476
C 1.70701 0.26643 4.04353 0.801 -0.250 -0.145
C 1.32962 0.12682 2.60503 0.480 -0.196 0.012
C 2.19667 -0.25986 1.63371 0.243 -0.207 0.493
C 1.99762 -0.43046 0.22173 0.090 -0.066 -0.976
C 1.13864 0.37404 -0.56182 0.287 -0.477 0.137
C 0.94797 0.13755 -1.91276 0.410 -0.543 0.233
C 1.61683 -0.94673 -2.55958 0.237 0.358 1.113
C 2.53045 -1.72994 -1.79201 -0.500 0.531 -0.054
C 2.73345 -1.43831 -0.45480 -0.408 0.400 0.232
C 3.26843 -2.85753 -2.43730 0.588 -0.426 -0.183
C 2.63054 -3.33461 -3.73896 -0.119 -0.049 0.122
C 2.22828 -2.15947 -4.60768 0.144 0.175 -0.018
N 1.40345 -1.20849 -3.88352 -0.289 -0.199 -0.409
C 0.70379 -0.24996 -4.72342 0.120 0.135 0.027
C -0.45153 0.40315 -3.98666 -0.136 -0.070 0.030
C 0.01717 1.02057 -2.67680 -0.211 0.641 -0.229
C -0.13718 0.08500 2.51534 -0.402 0.045 -1.951
O -0.77575 -0.12961 1.48338 0.912 0.141 1.826
C -0.66800 0.27204 3.88488 -0.107 -0.104 0.899
C -1.98793 0.28178 4.34935 0.298 0.014 0.121
C -2.20807 0.44948 5.72258 0.476 0.051 -0.056
C -1.11752 0.59002 6.60695 -0.063 -0.008 -0.398
C 0.19925 0.55664 6.13284 -0.122 0.099 0.061
C 0.41454 0.39861 4.77133 -0.846 -0.009 0.269
H 3.17848 -0.57838 1.99407 -0.035 0.257 0.034
H 0.63494 1.22211 -0.09894 -0.029 -0.292 -0.097
H 3.46476 -2.02485 0.11050 -0.259 0.099 -0.165
H 3.32001 -3.69637 -1.73663 0.069 0.057 -0.054
H 4.30977 -2.56238 -2.63753 -0.168 0.006 0.039
H 1.75276 -3.94940 -3.51152 0.016 0.127 -0.070
H 3.33153 -3.95922 -4.29647 -0.056 -0.026 0.052
H 1.64953 -2.49874 -5.47360 0.100 0.002 0.097
H 3.13044 -1.65564 -5.00211 -0.109 -0.090 0.073
H 1.40408 0.52836 -5.08009 -0.096 -0.115 0.059
H 0.34424 -0.78588 -5.60892 0.032 0.083 0.127
H -0.88856 1.17337 -4.62704 -0.043 -0.087 0.033
H -1.23121 -0.33884 -3.78145 0.121 -0.011 -0.079
H -0.84888 1.26133 -2.04885 0.240 -0.045 -0.091
H 0.51494 1.98044 -2.88947 -0.072 -0.170 0.036
H -2.81515 0.17425 3.64735 0.197 -0.037 0.245
H -3.22752 0.48348 6.11348 0.342 -0.037 -0.135
H -1.30435 0.73422 7.67064 0.030 -0.068 -0.257
H 1.06051 0.66358 6.78999 -0.248 -0.057 -0.018
C -3.20289 0.38619 0.34278 -0.140 -0.153 0.287
N -2.75935 1.75005 0.39668 0.475 0.658 -0.337
C -3.06546 2.54827 -0.76905 -0.212 -0.178 0.181
C -2.96789 2.44500 1.64289 -0.111 -0.217 -0.044
H -2.64115 -0.15870 1.10971 -0.556 -0.043 -0.447
H -4.28730 0.25385 0.52399 -0.007 0.138 -0.214
H -2.93921 -0.01920 -0.64265 -0.134 -0.091 0.235
H -2.64840 3.55228 -0.62219 -0.057 -0.196 -0.239
H -2.61005 2.07607 -1.64794 -0.172 0.242 0.064
H -4.15144 2.64712 -0.96204 0.082 0.055 0.004
H -2.58681 3.46846 1.53169 -0.057 -0.239 0.241
H -4.03637 2.50147 1.93803 0.113 0.044 -0.030
H -2.42450 1.92944 2.44532 -0.119 0.286 -0.208
```
Forces are in eV/Å.



C25H28N2O6P | ωB97M-V/def2-TZVPD

## Properties
- LUMO energy (hartree) = -0.1620
- total charge = +1
- frontier orbital gap (eV) = 7.0

The geometry in XYZ format:
```
62
Properties=species:S:1:pos:R:3:forces:R:3
C -2.57853 6.61432 -0.49159 0.310 0.473 0.327
C -1.06461 6.47536 -0.34664 -0.544 -0.390 -0.648
C -0.57594 5.22462 -1.07616 0.212 0.382 0.736
O 0.12466 4.36688 -0.14358 0.104 0.108 -0.524
C 0.23518 3.04876 -0.59651 -0.143 -0.158 0.387
C 1.60777 2.47713 -0.39512 -0.186 0.750 -0.406
C 1.76271 1.17552 -0.02244 -1.011 -1.251 0.356
O 0.69583 0.39489 0.22791 0.230 0.492 0.480
C 0.50197 0.13950 1.66362 -0.966 -0.163 -0.043
C -0.50149 1.07503 2.32907 0.598 0.212 0.429
C 0.18631 2.25552 3.02604 -0.006 -0.157 -0.049
C 3.02453 0.58900 0.07570 0.372 0.082 -0.044
N 4.10985 1.26101 -0.16876 0.442 -0.195 0.030
N 3.92195 2.52439 -0.46741 0.675 0.590 -0.133
C 2.78455 3.18681 -0.58674 -0.270 0.420 0.418
P 2.82009 5.01827 -1.07019 -0.320 0.529 -0.786
O 2.46435 5.80755 0.29138 0.389 -0.338 0.073
O 4.45346 5.19528 -1.12901 -0.261 -0.575 0.354
H -3.10173 5.78934 -0.02346 -0.151 -0.240 -0.019
H -2.85393 6.69836 -1.53635 -0.164 -0.122 -0.205
H -2.89742 7.53015 -0.00206 -0.175 0.088 0.052
H -0.61595 7.34326 -0.81472 0.325 0.251 0.276
H -0.80513 6.40484 0.70042 0.305 0.121 0.203
H 0.12498 5.48689 -1.86160 -0.009 -0.049 -0.401
H -1.44146 4.71575 -1.48693 -0.025 -0.396 -0.158
H -0.44193 2.42220 -0.03183 -0.300 -0.204 0.014
H -0.02671 2.92686 -1.64703 -0.010 0.115 -0.258
H 1.44457 0.21515 2.19632 0.337 -0.201 -0.090
H 0.11192 -0.86561 1.71214 0.183 -0.378 -0.131
H -0.97193 0.48245 3.10536 -0.307 -0.167 0.069
H -1.29167 1.38470 1.65743 -0.090 -0.029 -0.299
H 0.54541 1.94339 4.00046 0.087 -0.092 0.200
H -0.46643 3.10265 3.19277 -0.146 0.160 -0.104
H 1.06642 2.58374 2.48194 0.076 0.289 -0.245
H 3.13326 -0.44839 0.33054 0.052 -0.281 0.075
H 4.77346 3.04879 -0.64541 0.137 -0.255 -0.124
H 3.20265 5.81062 0.91544 -0.236 0.204 0.340
H 4.83085 5.04017 -0.25001 0.493 0.355 -0.113
C -0.23048 -2.49456 -2.77580 -0.022 -0.013 0.074
C -0.71644 -1.81205 -1.66449 0.042 -0.014 -0.119
C -1.16285 -2.51219 -0.55902 0.048 0.216 -0.005
C -1.13438 -3.89913 -0.55741 0.015 -0.143 -0.062
C -0.66919 -4.58574 -1.67887 -0.045 0.024 0.098
C -0.20936 -3.87912 -2.78345 0.052 0.117 -0.088
C -0.67297 -6.07812 -1.71558 0.058 -0.157 -0.135
O -0.26206 -6.67197 -2.68811 0.007 0.025 -0.005
C -1.19917 -6.80890 -0.52946 -0.035 0.150 0.066
C -1.26185 -8.19521 -0.56141 -0.008 -0.150 0.015
C -1.73578 -8.89079 0.53760 -0.016 0.040 0.063
C -2.14189 -8.20514 1.67764 0.021 -0.034 -0.053
C -2.08607 -6.82268 1.71456 -0.049 -0.097 0.096
C -1.62331 -6.11875 0.61060 0.049 0.026 -0.143
C -1.59900 -4.63281 0.65486 -0.082 0.031 0.206
O -1.94644 -4.02417 1.64661 0.044 0.033 -0.009
H 0.12636 -1.94553 -3.63749 -0.021 -0.006 -0.018
H -0.74638 -0.73096 -1.66150 -0.012 0.010 -0.017
H -1.53971 -1.98557 0.30762 -0.061 -0.107 0.044
H 0.16081 -4.41652 -3.64550 -0.036 -0.104 0.038
H -0.94228 -8.72586 -1.44733 0.039 0.089 -0.050
H -1.78844 -9.97075 0.50883 0.003 -0.007 0.001
H -2.50593 -8.75218 2.53684 -0.005 -0.005 0.003
H -2.40510 -6.28643 2.59724 0.006 0.094 -0.043
```
Forces are in eV/Å.



Which value of frontier orbital gap does entry 1 give? 8.0 eV